[1]
{
  "formula": "C16H28O20S4",
  "method": "ωB97M-V/def2-TZVPD",
  "e_lumo_ev": -0.187,
  "smiles": "O=S1(=O)OCCO1.O=S1(=O)OCCO1.O=S1(=O)OCCO1.O=S1(=O)OCCO1.O=C1CCCO1.O=C1CCCO1",
  "homo_energy_ev": -9.98,
  "largest_force_ev_per_a": 5.51,
  "elements": ["O", "O", "H", "O", "H", "O", "H", "C", "H", "O", "O", "C", "H", "C", "O", "H", "O", "H", "S", "H", "H", "C", "H", "H", "H", "C", "H", "C", "C", "O", "H", "C", "C", "O", "C", "H", "H", "H", "C", "O", "C", "O", "H", "O", "H", "O", "H", "O", "H", "O", "H", "C", "H", "S", "S", "H", "O", "C", "H", "H", "O", "O", "O", "H", "C", "C", "S", "H"],
  "positions_angstrom": [[-1.90089, 4.62329, 3.80480], [1.19327, 2.99594, 5.29529], [-0.15583, 4.23129, 1.93694], [-5.71817, -4.54217, 1.06420], [5.89069, 0.91035, -2.86653], [-3.20685, 2.34061, 3.53708], [-2.87550, -2.55525, -5.22707], [0.23061, 0.85230, 4.99475], [-3.17654, -1.87148, -6.79772], [0.66535, -0.50274, -0.76735], [-0.26747, 0.21130, -3.01307], [0.65300, 2.17631, 4.38995], [-0.05521, -0.52477, 1.08889], [-0.54629, -3.32146, -7.16788], [-5.90931, -3.40161, 3.39323], [-0.90601, 5.19887, 0.76704], [-4.18155, -2.43333, 1.67547], [1.11831, 1.88360, 0.59626], [-5.13196, -3.74409, 2.20035], [-2.20020, -1.92255, 1.49789], [0.48974, 2.93665, 7.12283], [-0.08446, -1.92302, -6.93968], [0.16851, -1.40755, -7.86618], [-0.76825, 2.06004, 0.53257], [-0.85291, -1.29886, -4.92741], [-1.27014, 5.54813, 2.93159], [4.83062, -0.05312, -1.79330], [0.69578, 0.94173, 6.41837], [-2.59787, -4.00602, 2.14444], [-1.79502, -3.42358, -6.73494], [-1.94666, -4.70572, 1.62057], [-2.90328, -2.72942, 1.29118], [1.21228, 2.38825, 6.51843], [2.16890, 0.68181, -2.47023], [4.81401, -0.80257, -3.69249], [-1.94606, -3.69769, 2.96186], [1.51799, 0.24168, 6.56672], [5.53391, -0.61908, -4.49009], [-0.17899, 0.08274, 0.19239], [0.27156, 1.77501, -1.19524], [0.15059, 1.57840, 0.19816], [-3.77962, -4.59720, 2.62076], [-1.39602, -0.33213, -6.21134], [0.75782, 2.31942, 3.23491], [0.79254, -2.08824, -6.31382], [-2.10507, 3.61986, 1.64252], [-2.94807, -3.02906, 0.24413], [-4.31307, 4.52841, 2.72500], [0.51667, 0.00161, 4.37621], [6.06518, -3.18180, -1.22318], [-2.07471, 6.28122, 2.87380], [-2.39427, -2.29996, -6.17118], [2.14684, 2.53148, 7.06082], [0.76433, 0.49056, -2.04120], [6.32306, -2.47372, -2.51510], [3.81366, -0.38298, -3.79897], [0.14789, -4.26078, -7.63444], [5.57303, -0.09507, -2.59028], [0.11046, 0.71045, 7.30833], [-0.45385, 6.22557, 3.18228], [4.90248, -2.08782, -3.17221], [6.60808, -0.83856, -2.23313], [7.20653, -3.01612, -3.54779], [-1.12572, -0.13550, -0.30175], [-1.13638, -1.36468, -5.97785], [-1.11746, 4.69045, 1.70773], [-3.05735, 3.72542, 3.03780], [-0.85666, 0.88692, 4.92585]],
  "forces_ev_per_angstrom": [[-0.7, -2.1, 2.2], [0.2, 0.7, -1.9], [0.0, -0.8, -0.3], [1.4, 3.2, 3.4], [0.1, -0.1, 0.0], [0.8, 3.8, -0.6], [0.2, -0.2, 0.0], [-2.0, 0.6, 0.4], [0.2, -0.1, -0.4], [2.3, -0.2, -2.0], [1.4, 0.0, 1.0], [1.5, -2.4, 1.4], [0.0, 0.5, 0.1], [2.5, -2.3, -1.7], [1.8, -0.4, -3.0], [-1.0, 0.1, -0.1], [-4.1, 0.5, 1.3], [-0.5, -0.2, 0.9], [0.4, -2.0, -1.4], [-0.3, 0.0, 0.0], [-0.1, 0.1, 0.3], [0.5, -0.3, 1.7], [-0.2, 0.1, 0.2], [0.6, 0.6, 0.2], [0.3, -0.5, -0.2], [-3.7, 1.4, -1.7], [0.1, 0.5, 0.6], [2.1, -0.6, 0.7], [2.2, 0.8, 0.0], [-1.0, -2.9, -0.7], [-0.6, -0.3, -0.4], [0.3, -2.9, -0.3], [-1.2, 0.0, 3.4], [-3.4, -0.8, 1.1], [2.5, 1.9, 0.3], [-0.5, 0.0, 0.6], [0.4, 0.1, -0.2], [-0.8, -0.7, -1.2], [-0.5, -0.6, 0.3], [0.2, 0.4, -2.2], [-0.5, -1.4, -0.1], [-1.2, 0.7, -0.1], [-0.1, 0.0, -0.2], [-0.4, 1.5, -3.3], [0.6, 0.3, -0.6], [-0.9, 1.5, 1.6], [0.5, 0.4, -0.2], [4.6, -2.5, 1.4], [0.4, 0.3, 0.2], [1.0, 2.1, -4.0], [-0.1, 0.5, -0.9], [1.4, 1.7, 0.7], [0.3, -0.2, -0.6], [1.2, 1.0, -0.2], [-0.8, -0.3, 1.1], [0.1, -0.7, -0.2], [-2.9, 2.9, 1.5], [-4.0, 2.9, 0.2], [-0.9, 0.1, -0.6], [0.7, -1.4, 0.9], [-0.7, -3.0, -0.1], [3.9, -3.8, 0.7], [-1.4, 1.2, 2.4], [-0.9, 0.7, 1.0], [-1.6, 1.3, -0.5], [2.4, -0.6, -0.4], [-2.0, 0.1, -2.3], [-0.3, -0.1, 0.0]],
  "nbo_charge": [-0.67, -0.47, 0.21, -0.84, 0.20, -0.84, 0.19, -0.54, 0.18, -0.68, -0.89, 0.81, 0.21, 0.79, -0.82, 0.22, -0.67, 0.22, 2.41, 0.20, 0.17, -0.55, 0.25, 0.24, 0.23, -0.11, 0.17, -0.44, -0.10, -0.48, 0.20, -0.08, -0.07, -0.89, -0.11, 0.18, 0.21, 0.18, -0.11, -0.70, -0.10, -0.67, 0.22, -0.60, 0.25, -0.67, 0.19, -0.84, 0.24, -0.84, 0.19, -0.06, 0.20, 2.50, 2.44, 0.24, -0.59, -0.08, 0.23, 0.24, -0.69, -0.66, -0.85, 0.20, -0.44, -0.13, 2.41, 0.25]
}

[2]
{
  "formula": "C16H28O2Si4",
  "method": "ωB97M-V/def2-TZVPD",
  "e_lumo_ev": 0.630,
  "smiles": "C[Si]1(C)c2ccc(o2)[Si](C)(C)[Si](C)(C)c2ccc(o2)[Si]1(C)C",
  "homo_energy_ev": -7.91,
  "largest_force_ev_per_a": 1.94,
  "elements": ["C", "C", "H", "H", "H", "H", "H", "H", "H", "C", "C", "H", "H", "C", "H", "Si", "H", "C", "C", "O", "H", "H", "H", "C", "H", "C", "C", "C", "H", "H", "C", "C", "H", "H", "H", "H", "Si", "H", "Si", "H", "H", "O", "H", "H", "C", "Si", "H", "C", "C", "H"],
  "positions_angstrom": [[-1.18192, -2.52682, -3.43388], [-0.63206, -2.84696, 2.86801], [1.32932, 3.22332, 1.28040], [2.47449, -1.42071, 4.30086], [1.81601, -1.36499, -4.24399], [2.82668, -2.44247, 2.84858], [3.35995, -1.22408, 0.61151], [-0.23087, -3.71427, 3.38258], [-2.27232, 0.47541, 3.00214], [0.71722, -1.37747, -1.33432], [2.08190, -2.16961, 3.60516], [0.55725, -0.37826, -5.11731], [1.50735, 0.37524, -3.82195], [1.18432, -1.62410, 0.82146], [-1.52805, -2.48906, 3.38529], [-0.25618, -0.96949, -2.89889], [-3.31861, 1.37196, -1.10132], [0.64148, 2.63946, 0.70252], [0.03610, 1.51489, 1.19983], [-0.72788, 0.94952, 0.23372], [-3.60200, 0.02983, -2.14428], [2.28380, 1.92797, 3.27724], [0.92267, 2.79881, 3.97284], [1.35796, 1.80624, 3.81869], [-2.12202, -2.11287, -3.79549], [-3.15768, 1.02212, -2.12160], [-0.54069, 1.65063, -0.88769], [-1.53862, 1.01540, 3.59098], [-1.77014, 2.07529, 3.54562], [-0.96303, -3.17542, 1.88681], [2.37323, -1.30553, 0.17051], [-1.05766, 2.64866, -3.57990], [1.77248, -3.07034, 4.14117], [-1.50768, 2.52023, -4.55661], [-0.69035, -2.96576, -4.29228], [0.02044, 2.82048, -3.72157], [0.12231, 0.73754, 2.83554], [1.49409, 1.34381, 4.80678], [-1.33358, 1.09620, -2.49851], [-1.29359, -3.19738, -2.58953], [-1.55476, 0.66877, 4.62988], [0.20815, -1.76896, -0.13543], [-3.66172, 1.70196, -2.80754], [2.74142, -0.76448, -1.94629], [1.07058, -0.56850, -4.16865], [0.66160, -1.57047, 2.58909], [0.54168, 3.54298, -1.34081], [2.06949, -1.14734, -1.18871], [0.30653, 2.71859, -0.64517], [-1.53708, 3.52002, -3.13546]],
  "forces_ev_per_angstrom": [[-0.2, 1.4, 0.0], [-1.2, 0.0, -0.3], [0.1, 0.4, 0.0], [0.2, -0.3, -0.1], [-0.1, 0.2, -0.2], [0.3, 0.0, 0.5], [-0.3, 0.2, 0.1], [0.0, 0.0, 0.1], [-0.3, -0.1, 0.1], [0.9, 0.1, -0.6], [0.6, 0.3, 0.1], [0.3, -0.1, 0.0], [0.3, -0.2, -0.3], [1.3, -0.4, -1.2], [0.1, -0.1, 0.1], [0.7, -0.7, 0.1], [0.0, 0.2, 0.0], [0.4, -0.9, 1.2], [0.3, 0.8, -0.1], [0.3, -0.4, 0.2], [-0.1, -0.1, -0.3], [0.5, -0.1, 0.1], [0.0, -0.1, 0.0], [-0.8, -0.5, 0.1], [-0.5, -0.6, 0.1], [-0.3, -0.2, 0.2], [0.4, 1.2, -1.5], [-0.1, -0.3, 0.4], [-0.1, 0.2, 0.1], [-0.2, -0.2, -0.2], [-0.7, -0.4, 1.3], [0.5, -0.9, -0.1], [0.2, 0.2, 0.0], [0.0, -0.1, -0.4], [0.2, -0.3, 0.0], [-0.4, 0.1, 0.0], [0.4, 0.1, 1.1], [0.3, 0.2, -0.3], [-0.1, 0.8, 0.7], [-0.2, -0.2, -0.1], [-0.2, 0.1, -0.1], [-0.1, 0.9, 0.1], [-0.3, -0.1, 0.0], [-0.1, -0.3, 0.0], [-0.4, 0.3, 0.4], [0.0, 0.4, 0.3], [-0.1, -0.8, 0.4], [-0.8, 0.4, -0.5], [-0.9, 0.3, -1.4], [0.1, -0.1, 0.3]],
  "nbo_charge": [-1.08, -1.11, 0.22, 0.24, 0.24, 0.24, 0.23, 0.24, 0.24, -0.11, -1.10, 0.24, 0.23, -0.14, 0.24, 1.17, 0.25, -0.28, -0.17, -0.42, 0.24, 0.24, 0.24, -1.07, 0.23, -1.10, -0.10, -1.10, 0.24, 0.25, -0.29, -1.07, 0.24, 0.23, 0.24, 0.24, 1.18, 0.23, 1.13, 0.25, 0.23, -0.43, 0.24, 0.23, -1.09, 1.18, 0.23, -0.31, -0.32, 0.24]
}

[3]
{
  "formula": "C16H29BN2O10",
  "method": "ωB97M-V/def2-TZVPD",
  "e_lumo_ev": -0.607,
  "homo_energy_ev": -7.77,
  "largest_force_ev_per_a": 6.41,
  "elements": ["C", "O", "O", "H", "C", "O", "C", "H", "O", "O", "C", "H", "H", "H", "H", "H", "C", "H", "C", "H", "H", "H", "O", "H", "N", "H", "O", "C", "H", "H", "H", "C", "C", "H", "H", "C", "H", "C", "N", "H", "C", "H", "H", "B", "H", "C", "H", "H", "C", "O", "C", "H", "H", "O", "H", "O", "H", "C"],
  "positions_angstrom": [[2.93044, -2.13302, 1.82882], [-3.72421, 1.57451, 5.02123], [4.58781, -3.91867, 2.13919], [-0.54884, -2.01313, 1.91533], [-2.92559, -0.13617, 0.41143], [-0.09997, -4.10735, -0.17397], [-3.02191, 1.91545, 2.67772], [2.44222, 1.53960, -4.98825], [2.42709, -4.40977, 2.22261], [-1.94294, 1.24487, -3.96161], [1.98725, 2.47713, -5.31747], [-0.11523, 0.10745, -1.63718], [-3.21920, -0.81969, 3.38522], [-2.10282, 1.22347, 2.74038], [1.78419, 3.06254, -4.41816], [-5.18724, 1.69132, 3.40614], [6.06079, -2.14285, 2.91117], [-2.67502, 2.93858, 3.09027], [-0.79875, 3.00916, -0.48460], [0.25056, 3.11536, -6.47635], [5.23885, -1.47737, 3.18319], [-3.72956, -0.80683, 0.84654], [-1.40253, 4.11300, -0.30649], [6.30523, -2.72450, 3.80343], [-2.66998, 1.27612, 0.52143], [-5.04489, -0.68337, 2.81032], [-0.20595, 1.42575, -5.32933], [-4.24162, -0.33226, 3.55538], [2.01889, -2.09483, 1.23067], [-0.45619, 4.01419, -4.76878], [3.68143, -1.56926, 1.27824], [5.67924, -3.06261, 1.76916], [-1.50381, 1.59380, -0.28216], [-2.02163, -2.45247, -1.74718], [-4.63306, -0.65939, 4.59462], [-0.92034, 3.37646, -4.01863], [5.45665, -2.51970, 0.84746], [-1.08337, 1.94666, -4.45004], [-1.91016, -0.69792, -0.43084], [0.96617, 1.60042, -6.98071], [-4.14562, 1.29098, 3.64200], [6.92490, -1.53183, 2.64090], [2.74880, -1.65650, 2.79392], [-0.62537, -2.79861, 0.10482], [-2.85597, -2.62535, -0.03371], [3.28991, -3.57485, 2.05072], [-2.94242, 0.97325, 5.12929], [-0.33408, 3.40780, -3.09576], [0.72051, 2.20260, -6.10243], [-3.43872, 2.08465, 1.28581], [-1.97282, -2.18117, -0.63604], [0.09517, -4.53766, 0.69328], [6.52112, -3.72138, 1.54309], [0.54963, 3.05506, -0.84746], [2.70859, 3.02326, -5.92974], [0.02257, -1.99013, 1.11204], [-1.91064, 3.79541, -3.83026], [-0.98753, 0.29981, -0.93866]],
  "forces_ev_per_angstrom": [[0.1, 0.2, -0.8], [0.4, -0.7, -1.7], [-0.1, -0.6, -0.2], [0.7, 0.4, -0.6], [2.9, 1.1, -1.9], [-1.8, 2.2, 1.3], [0.7, 0.4, 2.0], [0.0, 0.0, -0.1], [0.7, 0.2, -0.1], [0.6, -0.1, -0.5], [0.0, 0.1, 0.2], [-1.5, 0.4, 1.2], [-1.4, 0.7, 0.1], [-1.3, 1.0, -0.3], [0.0, 0.0, -0.1], [1.6, -0.1, 0.7], [-0.1, 0.1, 0.2], [-0.9, -1.6, -0.8], [4.5, 4.1, -0.8], [0.0, 0.0, 0.2], [0.1, 0.0, -0.1], [1.1, 1.6, -0.5], [-0.1, -3.8, 0.0], [0.1, 0.0, -0.1], [1.9, -4.3, -3.0], [1.5, 0.5, 0.9], [-0.3, -0.5, -0.3], [-0.8, 0.5, 0.6], [0.2, -0.1, 0.4], [0.2, -0.1, 0.1], [0.1, 0.0, 0.3], [0.1, 0.2, 0.1], [1.2, -2.5, -1.2], [-0.2, 0.5, 1.6], [0.7, 0.5, -1.7], [-0.3, 0.4, -0.4], [-0.1, 0.0, 0.1], [-0.3, 0.3, 0.6], [-2.2, 2.5, 1.1], [-0.2, -0.1, 0.2], [0.4, -1.3, -0.3], [-0.1, -0.1, 0.0], [0.0, 0.0, -0.1], [1.2, -1.2, 0.3], [1.2, 0.9, -1.3], [-0.5, 0.1, 0.2], [-1.0, 0.9, 0.2], [0.0, 0.0, 0.0], [0.3, 0.1, 0.1], [0.7, -0.5, 0.8], [1.3, -0.6, 0.0], [0.6, 0.5, -0.9], [-0.3, -0.1, 0.0], [-5.8, -2.3, 1.2], [0.0, -0.1, 0.0], [-2.2, -1.6, -0.4], [0.1, -0.2, 0.2], [-3.7, 2.1, 3.4]],
  "nbo_charge": [-0.76, -0.70, -0.51, 0.50, 0.14, -0.90, -0.12, 0.21, -0.61, -0.61, -0.64, 0.29, 0.20, 0.19, 0.23, 0.21, -0.64, 0.24, 0.69, 0.18, 0.21, 0.25, -0.66, 0.22, -0.03, 0.22, -0.52, -0.68, 0.27, 0.21, 0.22, -0.07, 0.09, 0.27, 0.25, -0.77, 0.18, 0.81, -0.32, 0.19, 0.07, 0.22, 0.24, 1.17, 0.25, 0.81, 0.46, 0.30, -0.07, -0.30, -0.58, 0.52, 0.20, -0.78, 0.22, -0.94, 0.25, 0.00]
}